Computed, not measured: C27H41NP2Pt as an isolated structure, with the ωB97M-V functional and the def2-TZVPD basis.

Properties
* energy above the lowest of the compared OMol25 structures with the same formula, charge and spin: 26.39 kJ/mol
* molar mass: 636.7 g/mol
* charge: +2
* E_HOMO (spin up / spin down): -12.4 / -13.9 eV
* spin multiplicity: 5
* maximum force: 7.1 eV Å⁻¹
* electronic energy: -1909.37523 Eh

Positions of all 72 atoms, in Å:
P 0.353 -3.020 -0.140
P 0.646 2.914 0.269
C 1.166 0.354 -1.848
C 1.421 1.309 -0.698
H -1.638 -0.684 -2.042
H 2.138 -0.033 -2.186
H 1.659 0.680 0.187
H 2.337 1.859 -0.988
C -1.066 2.738 -0.328
H -1.721 3.342 0.314
H -1.355 1.683 -0.241
H -1.135 3.059 -1.375
C 1.254 4.326 -0.683
H 0.988 4.219 -1.741
H 2.345 4.366 -0.561
H 0.816 5.232 -0.249
C -0.696 -4.487 -0.346
H -0.473 -5.245 0.417
H -0.525 -4.910 -1.343
H -1.745 -4.173 -0.278
C 2.059 -3.616 -0.328
H 2.733 -2.751 -0.325
H 2.164 -4.125 -1.296
H 2.326 -4.301 0.486
Pt -0.006 -1.465 -2.056
C 0.220 0.591 -3.013
C -1.272 0.030 -2.884
C -1.913 -0.406 -4.215
C -1.472 -1.819 -4.648
C -0.503 -2.498 -3.699
C 0.917 -2.117 -3.725
C 1.437 -1.048 -4.654
C 0.913 0.378 -4.395
C 0.085 -2.246 1.485
H 0.045 1.690 -2.983
H -1.787 0.932 -2.519
H -1.677 0.342 -4.977
H -3.007 -0.400 -4.078
H -2.370 -2.448 -4.704
H -1.050 -1.808 -5.662
H -0.711 -3.551 -3.471
H 1.610 -2.952 -3.559
H 1.275 -1.338 -5.708
H 2.530 -1.019 -4.515
H 1.765 1.079 -4.420
H 0.268 0.714 -5.214
H 0.136 -1.153 1.415
H 0.828 -2.571 2.226
H -0.909 -2.477 1.882
C 0.755 4.563 2.982
C -0.593 4.199 2.977
C -0.961 2.868 2.978
C 0.029 1.844 2.935
C 1.402 2.235 2.929
C 1.746 3.579 3.011
N -0.338 0.528 2.864
C -0.785 -0.126 3.971
C -0.113 -0.050 5.221
C -0.516 -0.846 6.286
C -1.613 -1.711 6.153
C -2.328 -1.754 4.948
C -1.919 -0.985 3.867
H 1.029 5.619 3.000
H -1.374 4.966 2.985
H -2.005 2.547 3.016
H 2.150 1.434 2.936
H 2.798 3.856 3.085
H 0.751 0.619 5.296
H 0.039 -0.796 7.226
H -1.909 -2.357 6.989
H -3.207 -2.394 4.847
H -2.438 -1.018 2.908

Atomic partial charges in e from the Mulliken method, atoms 1 to 8:
1. P 0.74
2. P 0.93
3. C -0.76
4. C -1.56
5. H 0.37
6. H 0.66
7. H 0.25
8. H 0.42